ORCA calculation (ωB97M-V/def2-TZVPD) on an isolated ion of composition C4H4NO and charge +1 in a non-equilibrium geometry.

HOMO energy (alpha / beta) (Ha): -0.540 / -0.540
Strongest force on any atom (eV/Å): 2.1
LUMO energy (alpha / beta) (eV): -5.89 / -5.89
Gap between HOMO and LUMO (alpha / beta) (eV): 8.8155 / 8.8165
Total charge: +1

CARTESIAN COORDINATES (ANGSTROEM)
C  -0.76483  -0.61822  0.09074
C  1.38890  0.88056  0.03138
C  -2.00640  0.00239  -0.09898
C  0.42077  -1.20953  0.06087
N  -0.99768  0.78535  -0.13242
O  1.44381  -0.33701  -0.23599
H  2.16168  1.48997  -0.43715
H  0.74629  1.34667  0.76943
H  -3.06920  -0.08745  -0.15174
H  0.67666  -2.25275  0.10386